No. 1
The following is a quantum chemistry calculation of C2H6N4O2 in the gas phase, from OMol25.

As for the net charge: 0. The value obtained for the energy relative to the best compared isomer or geometry (same formula, charge and spin) is 103.2 kcal per mole. As for the SMILES: [H]/N=C(NO)\C(=N/[H])NO. The gap between HOMO and LUMO comes out at 9.52 eV.

```
14
C2H6N4O2 ωB97M-V/def2-TZVPD
H 0.1998 1.5901 -1.6744
N -0.6275 1.2571 -1.1917
C -0.5037 0.3556 -0.3016
N -1.4602 0.2848 0.6935
O -2.1091 -1.0018 0.7049
C 0.5893 -0.5788 -0.1838
N 0.6243 -1.7456 0.3824
H -0.2516 -1.9235 0.8919
N 1.7945 -0.1461 -0.7315
O 2.0166 1.2610 -0.6072
H -2.2247 0.9513 0.4506
H -2.0852 -1.3638 1.6649
H 2.5801 -0.6055 -0.2340
H 1.4575 1.6653 0.1360
```

Atom charges from the Mulliken analysis, given in e for atoms 1 to 2:
1 H 0.357
2 N -0.659

=====

No. 2
The following is a quantum chemistry calculation of a gas-phase ion, C4H6NS (charge +1), from OMol25.

As for the net charge: +1. The value obtained for the energy relative to the best compared isomer or geometry (same formula, charge and spin) is 0.0 kcal per mole. The gap between HOMO and LUMO (spin up / spin down) comes out at 7.33 / 8.81 eV. Its multiplicity is 3.

```
12
C4H6NS ωB97M-V/def2-TZVPD
C 0.1263 1.1873 -0.0108
C 1.5062 1.1236 0.0467
C -1.7218 -0.3380 0.0237
C 0.5649 -1.1838 -0.0014
N -0.4576 -0.0840 0.0761
S 2.2311 -0.3996 0.0120
H -0.6246 1.9153 -0.0962
H 2.1719 2.0575 0.0695
H -2.2174 -1.3393 0.2310
H -2.4903 0.5066 -0.2512
H 0.4113 -1.7877 0.7887
H 0.5001 -1.6578 -0.8881
```

Atom charges from the Mulliken analysis, given in e for atoms 1 to 2:
1 C -0.060
2 C -0.326

=====

No. 3
The following is a quantum chemistry calculation of a molecular structure, C6H8LaLiO3, from OMol25.

As for the net charge: +2. The gap between HOMO and LUMO (spin up / spin down) comes out at 7.44 / 7.44 eV.

```
19
C6H8LaLiO3 ωB97M-V/def2-TZVPD
C -2.6701 1.0556 1.7477
C -3.1355 0.2754 0.7500
C -2.2506 0.1834 -0.4828
C -1.7383 -1.2123 -0.2597
O -0.5104 -1.4033 -0.1995
Li 1.1945 -2.2598 0.2196
H -2.7060 0.7109 2.7835
H -2.0893 1.9674 1.6018
H -4.1802 -0.0348 0.6708
H -2.4283 -2.0686 -0.3323
H -2.8745 0.1438 -1.4048
O 2.0770 -0.6257 0.0046
O -1.2447 1.1090 -0.4243
C 3.3688 -0.3787 0.2334
C 4.0024 0.7825 0.0212
H 3.9337 -1.2428 0.6108
H 5.0735 0.8523 0.2074
H 3.4731 1.6739 -0.3252
La 0.6798 0.5187 -0.5608
```

Atom charges from the Mulliken analysis, given in e for atoms 1 to 2:
1 C -0.784
2 C -0.456

=====

No. 4
The following is a quantum chemistry calculation of a molecular structure, C4H6NaO2, from OMol25.

As for the net charge: -1. The value obtained for the energy relative to the best compared isomer or geometry (same formula, charge and spin) is 0.0 kcal per mole. The gap between HOMO and LUMO (spin up / spin down) comes out at 4.00 / 4.00 eV.

```
13
C4H6NaO2 ωB97M-V/def2-TZVPD
O 0.0547 -1.6189 1.7090
C -2.6376 0.0564 -1.4958
Na -1.4981 -0.2803 0.7610
O -1.3274 0.1990 -1.5945
C -0.6276 0.4420 -2.8341
H 0.0564 -0.3949 -3.0208
H -1.3704 0.5360 -3.6372
H -0.0498 1.3679 -2.7178
C 1.1419 -1.4584 2.3307
C 1.4940 0.0116 2.5540
H 1.3268 0.6637 1.6739
H 0.8912 0.3830 3.3989
H 2.5458 0.0929 2.8727
```

Atom charges from the Mulliken analysis, given in e for atoms 1 to 2:
1 O -0.471
2 C -0.511

=====

No. 5
The following is a quantum chemistry calculation of a gas-phase ion, C21H22F (charge +1), from OMol25.

As for the net charge: +1. The value obtained for the energy relative to the best compared isomer or geometry (same formula, charge and spin) is 13.1 kcal per mole. The gap between HOMO and LUMO comes out at 5.87 eV.

```
44
C21H22F ωB97M-V/def2-TZVPD
F 5.3524 0.5043 2.3989
C 4.0138 0.2274 2.2612
C 3.6051 -1.1024 2.1950
C 2.2612 -1.3564 1.9400
C 1.3540 -0.3227 1.6580
C -0.0112 -0.7396 1.0708
C -1.2529 -0.0603 1.7038
C -2.3365 -0.8942 2.0381
C -3.6118 -0.3744 2.2389
C -3.8105 1.0129 2.2466
C -2.6962 1.8404 2.1537
C -1.4171 1.3124 1.9266
C 1.7733 0.9899 1.8984
C 3.1137 1.2780 2.1774
H 4.3159 -1.9144 2.3392
H 1.8945 -2.3874 1.9261
H -0.1142 -1.7827 1.4160
H -2.1760 -1.9767 2.0774
H -4.4542 -1.0511 2.3968
H -4.8129 1.4282 2.3694
H -2.8076 2.9236 2.2634
H -0.5793 1.9999 1.9057
H 1.0764 1.8185 1.8470
H 3.4409 2.3087 2.3215
C 1.3895 -0.7286 -2.6393
C 0.8012 0.0112 -3.8363
C -0.7345 -0.1209 -3.9725
C -1.5163 0.7732 -3.0861
C -1.8469 0.4906 -1.7785
C -1.4068 -0.5780 -0.9911
C -0.0436 -0.8724 -0.4617
C 1.0921 -0.1438 -1.2440
H 1.0780 -1.7856 -2.6577
H 2.4850 -0.7143 -2.7728
H 1.0853 1.0714 -3.7924
H 1.2631 -0.4249 -4.7325
H -1.0083 0.1381 -5.0083
H -1.0122 -1.1743 -3.8037
H -1.9236 1.6879 -3.5255
H -2.6137 1.1488 -1.3291
H -2.1879 -1.1823 -0.5087
H 0.0558 -1.9638 -0.6875
H 2.0242 -0.2567 -0.6706
H 0.8987 0.9424 -1.2715
```

Atom charges from the Mulliken analysis, given in e for atoms 1 to 2:
1 F -0.319
2 C 0.444

=====

No. 6
The following is a quantum chemistry calculation of a molecular structure, C31H44BrCoF4GeN4O3PSe, from OMol25.

As for the net charge: +2. The value obtained for the energy relative to the best compared isomer or geometry (same formula, charge and spin) is 0.0 kcal per mole. The gap between HOMO and LUMO (spin up / spin down) comes out at 7.97 / 8.59 eV. Its multiplicity is 2.

```
91
C31H44BrCoF4GeN4O3PSe ωB97M-V/def2-TZVPD
Co -0.2528 0.4210 0.1574
F -2.5887 -6.0907 -1.8820
C -2.1972 -5.0798 -1.1305
C -1.6073 -5.3000 0.0974
F -1.4383 -6.5292 0.5451
C -1.2077 -4.2144 0.8655
F -0.7256 -4.4895 2.0733
C -1.3252 -2.9001 0.4292
P -0.7225 -1.5008 1.4527
C 0.7838 -2.0291 2.3179
C 1.6122 -3.0572 1.8780
C 2.8053 -3.3233 2.5320
C 3.1827 -2.5668 3.6320
C 2.3725 -1.5276 4.0664
C 1.1875 -1.2501 3.4047
C -2.0350 -1.4168 2.7241
C -1.8660 -1.8995 4.0202
C -2.9309 -1.8980 4.9109
C -4.1755 -1.4327 4.5163
C -4.3572 -0.9678 3.2207
C -3.2946 -0.9565 2.3334
C -2.0156 -2.7083 -0.7747
Br -2.6762 -1.0225 -1.3342
C -2.4220 -3.7767 -1.5459
F -3.0754 -3.5890 -2.6964
H 1.3385 -3.6597 1.0214
H 3.4353 -4.1314 2.1850
H 4.1080 -2.7853 4.1478
H 2.6632 -0.9286 4.9190
H 0.5743 -0.4228 3.7438
H -0.9173 -2.3047 4.3419
H -2.7849 -2.2770 5.9133
H -5.0043 -1.4417 5.2112
H -5.3302 -0.6190 2.9000
H -3.4536 -0.5919 1.3273
N -0.0165 1.8292 -1.2265
C -0.3351 1.2415 -2.5520
C 0.1926 2.1382 -3.6769
C 0.2058 1.6016 -5.1095
C -1.1407 1.3355 -5.7752
N -1.9641 0.2455 -5.2286
C -1.7958 -1.0460 -5.5041
N -0.6670 -1.4699 -6.0674
N -2.7802 -1.9082 -5.2521
C 0.1923 -0.2108 -2.5020
O 0.3424 -0.8494 -3.5330
O 0.3990 -0.6661 -1.3194
H -0.4866 2.7159 -1.0683
H 0.9812 2.0326 -1.2243
H -1.4236 1.1590 -2.6105
H 1.2259 2.4022 -3.4282
H -0.3716 3.0768 -3.6519
H 0.8454 0.7243 -5.1480
H 0.6873 2.3595 -5.7317
H -0.9764 1.1320 -6.8350
H -1.7647 2.2278 -5.7208
H -2.8441 0.4994 -4.8124
H 0.1799 -0.9816 -5.8195
H -0.5574 -2.4540 -6.2504
H -3.7128 -1.5984 -5.0417
H -2.6259 -2.8999 -5.3080
C 5.2092 4.6249 0.7431
Ge 3.9696 3.4257 1.6457
C 2.5297 4.3923 2.5456
C 4.8794 2.2096 2.8647
C 3.0689 2.3362 0.2320
Se 2.1914 0.7671 1.0148
C 3.1171 -0.5622 -0.0636
H 5.6618 5.3099 1.4599
H 4.7020 5.2197 -0.0168
H 6.0093 4.0613 0.2633
H 2.9113 4.9317 3.4122
H 1.7607 3.7019 2.8995
H 2.0680 5.1182 1.8751
H 5.4817 2.7825 3.5701
H 5.5469 1.5387 2.3222
H 4.1676 1.6075 3.4285
H 3.7915 1.9695 -0.4964
H 2.3588 2.9793 -0.2928
H 4.1367 -0.6347 0.3047
H 3.0882 -0.2596 -1.1064
H 2.6026 -1.5061 0.0471
C -3.6372 2.7338 1.8278
C -2.7840 2.2140 0.6977
O -1.6163 1.5378 1.2232
H -4.5311 3.2116 1.4277
H -3.0994 3.4852 2.4101
H -3.9411 1.9211 2.4892
H -2.4718 3.0277 0.0366
H -3.3113 1.4662 0.1078
H -1.3087 2.0200 2.0004
```

Atom charges from the Mulliken analysis, given in e for atoms 1 to 2:
1 Co 0.611
2 F -0.276

=====

no.,DFT total energy (Eh)
1,-449.1567
2,-608.5501
3,-497.5694
4,-468.6099
5,-912.9298
6,-10827.9342